[1]
This record from OMol25 describes a cluster of 3 separate species, C5H16N2S in total at a distorted geometry. The level of theory is ωB97M-V/def2-TZVPD.

CARTESIAN COORDINATES (ANGSTROEM)
C  2.58404  1.82254  -0.42369
C  1.26723  2.18718  -1.11759
C  0.08813  2.60389  -0.21014
S  -0.25246  1.42656  1.11586
H  2.78915  2.54174  0.37069
H  3.33005  1.88899  -1.21833
H  2.53664  0.81947  0.00822
H  1.47203  3.04017  -1.78153
H  0.97443  1.34758  -1.77659
H  -0.82196  2.71697  -0.79682
H  0.29710  3.56836  0.28463
C  -1.40989  -1.90348  1.11284
N  -0.89776  -2.92732  1.97803
C  -1.22934  -2.29240  -0.39457
N  -1.35560  -1.11798  -1.26100
H  -0.87245  -0.95858  1.30813
H  -2.47826  -1.73366  1.27383
H  0.11392  -2.84105  2.07073
H  -1.31340  -2.97244  2.89915
H  -1.92473  -3.06553  -0.75601
H  -0.23664  -2.74842  -0.54756
H  -2.32694  -0.84195  -1.36332
H  -0.92583  -0.32864  -0.79198
H  0.59257  -0.23202  0.01701

Energy above the lowest of the compared OMol25 structures with the same formula, charge and spin in kJ/mol: 301.3
Spin multiplicity: 2
Gap between HOMO and LUMO (alpha / beta) in hartree: 0.286 / 0.166
E_LUMO (alpha / beta) in eV: -5.69 / -8.47
Net charge: +1


[2]
This record from OMol25 describes a cluster of 2 separate species, C5H16N3 in total at a distorted geometry. The level of theory is ωB97M-V/def2-TZVPD.

CARTESIAN COORDINATES (ANGSTROEM)
C  0.80159  2.87149  1.54176
C  0.57934  2.81732  -0.00436
H  -0.08364  3.31282  1.98315
H  1.06864  1.90934  1.97406
H  1.60975  3.57842  1.75204
H  1.00925  1.92968  -0.45078
H  1.15230  3.66136  -0.39217
H  -0.48490  2.92078  -0.18053
C  0.00481  -0.59741  0.57211
C  0.86406  -1.35487  1.55087
C  -1.17640  -1.58804  -1.50557
N  -0.95844  -1.49083  -0.13102
N  -0.40579  -0.77982  -2.35380
N  -1.71008  -2.80989  -1.91347
H  -0.72146  -0.00004  1.14642
H  0.49634  0.09873  -0.07500
H  1.76827  -1.82176  1.15162
H  0.34080  -2.16331  2.04830
H  -1.31766  -2.19790  0.47923
H  0.42020  -0.33527  -2.01092
H  -0.50427  -0.87627  -3.33709
H  -2.01210  -3.51712  -1.27312
H  -1.94430  -2.94280  -2.87307
H  1.20370  -0.62464  2.30133

Energy above the lowest of the compared OMol25 structures with the same formula, charge and spin in kJ/mol: 69.0
Spin multiplicity: 2
Gap between HOMO and LUMO (alpha / beta) in hartree: 0.185 / 0.350
E_LUMO (alpha / beta) in eV: 1.15 / 0.86


[3]
This record from OMol25 describes a cluster of 2 separate species, C5H16N3 in total at a distorted geometry. The level of theory is ωB97M-V/def2-TZVPD.

CARTESIAN COORDINATES (ANGSTROEM)
C  2.23762  1.26457  -1.14973
C  2.40637  0.41064  0.06322
C  0.77028  0.64627  1.78200
N  1.12036  0.04146  0.69333
H  1.84235  0.71905  -2.01133
H  1.56291  2.08805  -0.90817
H  3.23284  1.67749  -1.39933
H  2.92220  -0.54517  -0.17462
H  3.01759  0.94213  0.81558
H  -0.21477  0.43486  2.24932
H  1.44170  1.33953  2.24311
H  0.41777  -0.66811  0.15948
C  -1.70881  -1.14106  -0.95092
C  -2.39580  -0.50598  0.27163
N  -1.85758  0.82748  0.64018
N  -0.36362  -1.70434  -0.57627
H  -2.34206  -1.88928  -1.44981
H  -1.49446  -0.33983  -1.68916
H  -3.48730  -0.45208  0.15883
H  -2.20208  -1.17758  1.13117
H  -2.24483  0.95585  1.54220
H  -2.34830  1.52300  0.10227
H  -0.46478  -2.57428  -0.12869
H  0.15242  -1.87267  -1.41430

Energy above the lowest of the compared OMol25 structures with the same formula, charge and spin in kJ/mol: 163.4
Gap between HOMO and LUMO in hartree: 0.370
E_LUMO in eV: -3.57
Net charge: +1


[4]
This record from OMol25 describes a cluster of 2 separate species, C5H16N3 in total. The level of theory is ωB97M-V/def2-TZVPD.

CARTESIAN COORDINATES (ANGSTROEM)
N  0.99668  0.41165  -1.39202
C  2.35194  0.85583  -0.95519
C  2.95505  0.95560  1.46216
C  2.30878  1.44282  0.42134
H  1.10461  -0.10785  -2.25995
H  0.43688  1.22143  -1.64866
H  2.76988  1.58296  -1.65686
H  3.00381  -0.00717  -0.98620
H  2.91568  1.45526  2.42121
H  3.56991  0.07483  1.34997
H  1.71220  2.34945  0.51357
C  -2.35174  -1.09588  -0.40820
N  -3.79407  -0.99747  -0.27965
C  -1.72156  -0.47629  0.83592
N  -0.23294  -0.65674  0.79862
H  -1.93912  -0.65022  -1.32352
H  -2.08603  -2.15632  -0.41804
H  -4.11376  -0.05405  -0.46507
H  -4.24982  -1.58834  -0.96536
H  -2.12132  -0.99443  1.70622
H  -1.93423  0.59372  0.92299
H  0.21903  -0.23671  1.60842
H  -0.03563  -1.65714  0.85312
H  0.23578  -0.26493  -0.13484

Energy above the lowest of the compared OMol25 structures with the same formula, charge and spin in kJ/mol: 140.2
Gap between HOMO and LUMO in hartree: 0.382
E_LUMO in eV: -2.77
Net charge: +1


[5]
This record from OMol25 describes a structure of composition C5H16N3O at a distorted geometry. The level of theory is ωB97M-V/def2-TZVPD.

CARTESIAN COORDINATES (ANGSTROEM)
C  -1.81999  1.56624  -0.86858
C  1.37399  0.82397  -0.77341
C  0.33531  -1.21783  -1.61111
C  0.22455  -0.19039  1.84582
C  -0.48874  -0.09655  0.50886
N  1.41641  -1.03377  1.67077
N  -1.18122  1.04229  0.32715
N  0.57690  -0.38289  -0.49690
O  -1.46661  -1.48720  0.54747
H  -1.89516  0.79644  -1.64867
H  -2.78647  2.01108  -0.51934
H  -1.09650  2.41360  -1.20284
H  1.60782  1.04851  -1.86533
H  1.09075  1.61460  -0.13127
H  2.39519  0.49012  -0.42855
H  -0.46202  -0.81856  -2.26512
H  1.29102  -1.26282  -2.12901
H  -0.02477  -2.28129  -1.40161
H  0.58695  0.80514  2.15101
H  -0.52871  -0.61479  2.55435
H  2.16400  -0.61197  2.08290
H  1.22551  -1.99745  2.02966
H  -1.52289  1.59371  1.22861
H  1.23445  -0.87426  0.39151
H  -2.24977  -1.33593  0.00361

Energy above the lowest of the compared OMol25 structures with the same formula, charge and spin in kJ/mol: 357.5
Gap between HOMO and LUMO in hartree: 0.385
E_LUMO in eV: -2.71
Net charge: +1


[6]
This record from OMol25 describes an isolated molecule of C5H16N3OP at a distorted geometry. The level of theory is ωB97M-V/def2-TZVPD.

CARTESIAN COORDINATES (ANGSTROEM)
C  2.06425  2.22865  0.24152
O  1.44131  0.95866  0.18187
P  0.07512  0.49253  -0.42740
N  -0.64463  1.58279  -1.26818
N  -0.79146  -0.11934  1.26634
C  -0.73143  0.99831  2.22101
C  -2.04055  -0.69394  0.90381
N  0.49925  -1.00029  -1.14782
C  1.41716  -1.78803  -0.39825
C  -0.26501  -1.54063  -2.20724
H  3.12068  1.90823  0.38766
H  1.60608  2.68981  1.14999
H  1.69945  2.78662  -0.63356
H  -1.54697  1.62943  -1.57715
H  -1.72301  1.53318  1.96905
H  -0.70782  0.68054  3.22905
H  -0.03577  1.72706  2.01918
H  -1.82318  -1.31884  0.09706
H  -2.40449  -1.36612  1.66993
H  -2.82991  -0.04906  0.62183
H  2.48936  -1.62575  -0.68093
H  1.31183  -1.59423  0.67873
H  1.13255  -2.88333  -0.56145
H  -0.99884  -2.41712  -1.96252
H  -0.77725  -0.78761  -2.75692
H  0.46331  -2.03152  -3.01562

Energy above the lowest of the compared OMol25 structures with the same formula, charge and spin in kJ/mol: 44.7
Gap between HOMO and LUMO in hartree: 0.336
E_LUMO in eV: 0.92
SMILES string: COP(=N)(N(C)C)N(C)C


[7]
This record from OMol25 describes a structure of composition C5H16N3PbS at a distorted geometry. The level of theory is ωB97M-V/def2-TZVPD.

CARTESIAN COORDINATES (ANGSTROEM)
C  -1.31932  -1.10943  -4.51242
Pb  -0.90238  0.28206  -2.80240
N  1.36734  1.04099  -3.67049
H  -1.14531  -0.23805  -0.86843
H  -1.28426  0.52289  -0.71572
H  -2.25831  -1.62021  -4.37654
H  -0.50854  -1.84292  -4.44908
H  -1.28201  -0.54314  -5.44189
H  2.16209  0.58343  -3.20181
H  1.47321  2.01795  -3.39256
H  1.53754  1.01587  -4.67435
S  1.13439  1.32448  -0.26873
C  0.68109  0.86213  1.32110
N  -0.62150  0.86264  1.69048
C  -1.23008  -0.10099  2.64226
C  -0.23408  -0.44530  3.73612
C  1.15161  -0.65831  3.21032
N  1.54225  0.34808  2.23947
H  -1.24704  1.38594  1.08908
H  -1.63688  -1.03454  2.19113
H  -2.09978  0.43781  3.03185
H  -0.55778  -1.36553  4.21503
H  -0.25368  0.35001  4.46916
H  1.17849  -1.56314  2.60763
H  1.86608  -0.70498  4.03690
H  2.48688  0.19225  1.89390

Energy above the lowest of the compared OMol25 structures with the same formula, charge and spin in kJ/mol: 107.9
Gap between HOMO and LUMO in hartree: 0.251
E_LUMO in eV: -4.45
Net charge: +1


[8]
This record from OMol25 describes an isolated molecule of C5H16N4 at a distorted geometry. The level of theory is ωB97M-V/def2-TZVPD.

CARTESIAN COORDINATES (ANGSTROEM)
C  2.14544  -0.51421  0.36366
C  0.89462  -0.00759  1.08185
N  0.91425  -0.63367  2.39783
N  1.01837  1.44055  1.24109
C  -0.50122  -0.47906  0.44685
C  -0.93498  0.06682  -0.91760
C  -2.21620  -0.83070  -1.29785
N  -1.38875  1.42948  -0.78492
N  0.02439  -0.06272  -1.99286
H  3.03314  -0.13338  0.86851
H  2.22636  -0.17220  -0.66372
H  2.17767  -1.59947  0.40123
H  0.16481  -0.26700  2.97526
H  1.78375  -0.41416  2.87384
H  0.15583  1.83355  1.60256
H  1.25220  1.90445  0.37144
H  -1.28038  -0.20664  1.15871
H  -0.45019  -1.56596  0.40613
H  -1.99143  -1.89383  -1.26585
H  -2.51395  -0.58203  -2.31419
H  -3.04279  -0.61016  -0.62798
H  -0.61766  2.08560  -0.83109
H  -2.04153  1.65971  -1.52451
H  0.81423  0.56472  -1.89774
H  0.37400  -1.01209  -2.07064

Energy above the lowest of the compared OMol25 structures with the same formula, charge and spin in kJ/mol: 33.7
Gap between HOMO and LUMO in hartree: 0.368
E_LUMO in eV: 0.90
SMILES string: CC(N)(N)CC(C)(N)N


[9]
This record from OMol25 describes a cluster of 2 separate species, C5H16N5 in total at a distorted geometry. The level of theory is ωB97M-V/def2-TZVPD.

CARTESIAN COORDINATES (ANGSTROEM)
C  -2.56022  -1.48348  -0.24886
C  -0.19419  -1.52668  -0.10052
C  4.48202  -0.68846  0.47201
C  -2.04885  2.49727  0.41632
C  2.15921  -1.22610  -0.00448
N  -1.40957  -0.87169  -0.09993
N  -3.66212  -0.71436  -0.51533
N  0.94431  -0.85434  -0.07021
N  3.21774  -0.33705  -0.17982
N  -0.93086  1.94603  -0.40223
H  -2.59413  -2.49237  -0.33847
H  -0.20175  -2.57686  -0.24143
H  4.32689  -1.65733  0.90227
H  5.34720  -0.87108  -0.34982
H  4.84430  0.03392  1.13944
H  -2.87810  2.06914  -0.04918
H  -2.09461  2.28874  1.50198
H  -2.21655  3.51028  0.40827
H  2.50396  -2.23988  -0.10447
H  -1.41256  0.16196  -0.09807
H  -3.53861  0.25209  -0.50798
H  -4.58614  -0.77952  -0.17165
H  0.71892  0.13235  0.00433
H  3.04369  0.69538  0.11280
H  -0.06156  2.45569  -0.16817
H  -1.19845  2.27632  -1.30677

Energy above the lowest of the compared OMol25 structures with the same formula, charge and spin in kJ/mol: 280.1
Gap between HOMO and LUMO (alpha / beta) in hartree: 0.248 / 0.251
E_LUMO (alpha / beta) in eV: -2.70 / -2.63
Net charge: +1


[10]
This record from OMol25 describes a cluster of 2 separate species, C5H16NO in total at a distorted geometry. The level of theory is ωB97M-V/def2-TZVPD.

CARTESIAN COORDINATES (ANGSTROEM)
C  -0.55676  -1.13707  1.28006
C  0.84651  -0.73166  1.15075
C  1.29892  -0.01003  -0.14917
C  0.91478  1.48282  -0.08522
C  1.74681  2.39731  0.69725
N  -1.31960  -1.15694  -0.12142
H  -1.32261  -0.52465  1.89226
H  -0.79672  -2.12338  1.86993
H  1.19782  -0.18090  1.94961
H  1.54516  -1.57502  1.18006
H  2.43711  -0.20398  -0.21628
H  0.95936  -0.46993  -1.15133
H  0.78435  1.85020  -1.15347
H  -0.22014  1.75152  0.28390
H  2.60931  2.94163  0.17490
H  2.11895  2.02837  1.63796
H  1.19839  3.37015  0.97421
H  -1.95290  -0.36535  -0.27009
H  -0.69259  -1.02107  -0.89405
H  -1.67780  -2.05011  -0.12169
H  -2.63318  -1.04404  -3.58801
H  -3.62486  -1.96329  -2.75475
O  -2.86031  -1.26458  -2.58539

Energy above the lowest of the compared OMol25 structures with the same formula, charge and spin in kJ/mol: 330.7
Spin multiplicity: 2
Gap between HOMO and LUMO (alpha / beta) in hartree: 0.144 / 0.421
E_LUMO (alpha / beta) in eV: 0.89 / 0.64


no.,energy (hartree)
1,-707.34732
2,-364.26187
3,-364.11310
4,-364.12197
5,-439.29247
6,-780.90813
7,-955.08303
8,-419.13287
9,-473.52820
10,-329.88977